Density functional theory data (the ωB97M-V functional and the def2-TZVPD basis) for a cluster of 2 separate species, C2H4NP in total at a distorted geometry.

Summary:
HOMO   -9.666 eV
Relative energy (zero: lowest compared OMol25 entry of this formula, charge and spin)   135.9 kJ/mol
Multiplicity   1
DFT total energy   -12915.1209 eV
E_LUMO   -0.15 eV
Charge   0

```
8
Properties=species:S:1:pos:R:3:forces:R:3
C -0.58159 -0.51985 0.17911 0.235 -2.531 -0.562
C -1.30482 0.54401 -0.04410 -0.741 1.727 -0.711
H -0.45340 -1.42234 -0.57405 -0.214 2.178 1.605
H -0.15750 -0.62496 1.18467 0.064 -0.248 -0.570
H -1.43533 1.36928 0.63895 0.360 -0.255 0.865
H -1.79046 0.89194 -0.94599 0.045 -0.912 -0.611
N 2.22719 0.24805 -0.15008 0.133 0.130 0.008
P 3.49590 -0.48613 -0.28850 0.117 -0.089 -0.023
```
Forces are in eV/Å.

=====

Density functional theory data (the ωB97M-V functional and the def2-TZVPD basis) for an isolated molecule of C2H4NP at a distorted geometry.

Summary:
HOMO (alpha / beta)   -7.599 / -7.601 eV
Relative energy (zero: lowest compared OMol25 entry of this formula, charge and spin)   330.7 kJ/mol
Multiplicity   1
DFT total energy   -12913.1016 eV
E_LUMO (alpha / beta)   0.01 / 0.01 eV
Charge   0

```
8
Properties=species:S:1:pos:R:3:forces:R:3
C 1.89981 -0.12317 -0.03034 -3.061 -0.200 -1.994
P 0.30102 0.53683 -0.17241 4.068 -0.905 -1.294
C -1.47326 -0.10476 0.45240 -4.002 -1.916 -1.508
N -2.43056 -0.39708 -0.21783 3.306 0.910 2.963
H 2.77159 0.14749 0.53024 -0.097 -0.188 0.632
H 1.89206 -0.94495 -0.77119 1.032 0.446 0.451
H 0.27602 1.22285 0.95834 0.081 1.976 1.727
H -3.23669 -0.33721 -0.74920 -1.327 -0.123 -0.977
```
Forces are in eV/Å.

=====

Density functional theory data (the ωB97M-V functional and the def2-TZVPD basis) for an isolated molecule of C2H4NP at a distorted geometry.

Summary:
HOMO (alpha / beta)   -6.184 / -6.185 eV
Relative energy (zero: lowest compared OMol25 entry of this formula, charge and spin)   304.9 kJ/mol
Multiplicity   1
DFT total energy   -12913.3686 eV
E_LUMO (alpha / beta)   -0.47 / -0.46 eV
Charge   0

```
8
Properties=species:S:1:pos:R:3:forces:R:3
C 0.37893 -0.89904 0.50894 -1.934 -0.902 0.115
C 0.62242 0.35191 -0.03400 1.257 0.213 -0.361
N -0.18621 -1.85585 0.91433 0.765 3.075 -1.505
P -0.39039 0.84488 -1.64690 -1.613 -0.759 0.900
H 0.44958 1.09915 0.71959 0.311 0.251 0.590
H 1.66033 0.34904 -0.44860 -0.714 0.163 0.527
H -0.01114 -2.75161 1.19654 0.320 -2.470 1.072
H 0.82603 1.03776 -2.16530 1.609 0.430 -1.339
```
Forces are in eV/Å.

=====

Density functional theory data (the ωB97M-V functional and the def2-TZVPD basis) for an isolated molecule of C2H4NP at a distorted geometry.

Summary:
HOMO (alpha / beta)   -9.025 / -8.724 eV
Relative energy (zero: lowest compared OMol25 entry of this formula, charge and spin)   233.2 kJ/mol
Multiplicity   1
DFT total energy   -12914.1125 eV
E_LUMO (alpha / beta)   -0.85 / -0.50 eV
Charge   0

```
8
Properties=species:S:1:pos:R:3:forces:R:3
H 2.57476 -1.37710 -0.18073 -1.328 0.584 0.300
N 2.05701 -0.47843 -0.04239 2.032 0.613 -0.631
C 0.79022 -0.40533 -0.06575 2.009 -0.553 0.882
P 0.24243 1.30419 0.25646 -5.953 -2.090 -0.930
C -1.67447 0.85949 0.02946 5.649 0.496 0.635
H 0.36439 -1.38629 -0.01922 -1.879 -0.178 -0.395
H -2.35291 1.64707 0.24848 -0.707 0.354 -0.048
H -2.00142 -0.16360 -0.22631 0.177 0.772 0.186
```
Forces are in eV/Å.

=====

Density functional theory data (the ωB97M-V functional and the def2-TZVPD basis) for a cluster of 2 separate species, C2H4NP in total at a distorted geometry.

Summary:
HOMO (alpha / beta)   -8.814 / -8.542 eV
Relative energy (zero: lowest compared OMol25 entry of this formula, charge and spin)   486.3 kJ/mol
Multiplicity   1
DFT total energy   -12911.4885 eV
E_LUMO (alpha / beta)   -1.30 / -0.69 eV
Charge   0

```
8
Properties=species:S:1:pos:R:3:forces:R:3
C -0.58490 -0.02154 0.18719 0.514 0.411 0.465
C 0.16071 0.79935 -0.64949 0.918 -1.647 -0.931
N -1.37408 -0.96470 0.27731 -0.916 -0.809 -0.588
P 0.82432 0.97180 1.03605 -0.220 0.394 0.449
H 1.13766 -0.75132 -1.79889 -0.658 1.214 0.669
H -0.12674 1.57388 -1.32873 -0.112 0.256 -0.220
H -1.58749 -1.38273 1.17285 0.190 0.375 0.286
H 1.55052 -0.22476 1.10371 0.283 -0.193 -0.132
```
Forces are in eV/Å.

=====

Density functional theory data (the ωB97M-V functional and the def2-TZVPD basis) for an isolated molecule of C2H4NPS at a distorted geometry.

Summary:
HOMO   -8.489 eV
Relative energy (zero: lowest compared OMol25 entry of this formula, charge and spin)   580.3 kJ/mol
Multiplicity   1
DFT total energy   -23746.6229 eV
E_LUMO   -0.58 eV
Charge   0

```
9
Properties=species:S:1:pos:R:3:forces:R:3
C -0.92090 1.62542 0.45051 3.671 -3.047 0.187
C 0.64662 -0.34581 -0.62518 -2.774 -0.669 1.066
N 0.97447 1.02630 1.67210 -0.943 1.001 -0.018
P 0.91425 -0.41788 1.14933 -0.932 -2.523 0.264
S -0.87827 0.79882 -0.88566 0.255 -0.069 -0.060
H -1.59740 2.33359 0.56741 -3.178 3.393 0.623
H 1.43591 0.26599 -0.87489 1.804 1.035 -1.619
H 0.28840 -1.16759 -1.24200 1.042 -0.382 0.043
H -0.14009 -1.43898 1.62985 1.054 1.263 -0.486
```
Forces are in eV/Å.

=====

Among the records above, which one has the highest relative energy (zero: lowest compared OMol25 entry of this formula, charge and spin)?
C2H4NPS